a) Density functional theory data (ωB97M-V/def2-TZVPD) for a 2-piece molecular cluster, C2H5O2 overall.

Computed properties:
HOMO energy in eV: -2.4
Lowest unoccupied orbital energy in eV: 4.8
Charge: -1

Element x y z (Å)
O (-0.31115, 0.36536, 2.44832)
H (-0.30932, 1.24418, 2.12303)
O (0.46407, 1.54316, -0.84102)
C (0.67086, 0.19212, -0.94897)
C (-0.37810, -0.71887, -1.02206)
H (1.64412, -0.19286, -1.19516)
H (-1.39857, -0.67419, -0.48525)
H (-0.23145, -1.60322, -1.69329)
H (-0.15046, -0.15567, 1.61440)

b) Density functional theory data (ωB97M-V/def2-TZVPD) for a 2-piece molecular cluster, C2H5O2 overall.

Computed properties:
HOMO energy in eV: -2.2
Lowest unoccupied orbital energy in eV: 3.8
Charge: -1

Element x y z (Å)
O (-2.27189, -1.01378, -0.38902)
H (-1.85022, -1.73450, 0.06273)
C (0.09556, 0.97378, -0.65716)
C (0.49318, 0.19726, 0.33655)
O (1.81220, 0.10145, 0.78221)
H (-0.81415, 0.87021, -1.22240)
H (0.89538, 1.60191, -1.06918)
H (-0.17487, -0.45741, 0.87886)
H (2.35559, -0.08502, 0.03192)

c) Density functional theory data (ωB97M-V/def2-TZVPD) for a 2-piece molecular cluster, C2H5O2 overall.

Computed properties:
HOMO energy in eV: -2.3
Lowest unoccupied orbital energy in eV: 3.6
Charge: -1

Element x y z (Å)
O (-1.88715, -2.22266, -0.51873)
H (-1.35763, -2.50721, -1.31736)
C (-0.15891, 0.44158, -0.55941)
C (0.82110, 0.41745, 0.33040)
O (1.42604, 1.62351, 0.73645)
H (-0.78963, -0.43060, -0.65321)
H (-0.52818, 1.36812, -0.94372)
H (0.91110, -0.49257, 0.91586)
H (1.48008, 1.70122, 1.63073)

d) Density functional theory data (ωB97M-V/def2-TZVPD) for a 2-piece molecular cluster, C2H5O2 overall.

Computed properties:
HOMO energy in eV: -2.4
Lowest unoccupied orbital energy in eV: 4.2
Charge: -1

Element x y z (Å)
C (0.32917, 2.35520, -0.78706)
O (0.14222, 1.08366, -0.35936)
H (0.80727, 3.02901, -0.03102)
H (0.98718, 2.43822, -1.68805)
H (-0.61481, 2.88588, -1.07414)
O (-0.37479, -2.60399, 0.91377)
C (-0.19611, -1.50798, 0.42197)
H (0.71551, -0.92288, 0.57959)
H (-0.97392, -0.96158, -0.11933)

Here is how they stack up, most stable first: a), d), b), c).

a) Density functional theory data (ωB97M-V/def2-TZVPD) for a 2-piece molecular cluster, CH2F2N2 overall.

Computed properties:
HOMO energy (spin up / spin down) in eV: -9.8 / -7.6
Lowest unoccupied orbital energy (spin up / spin down) in eV: 0.4 / -0.4

Element x y z (Å)
C (-0.67884, 0.47114, -0.59880)
N (-0.88689, -0.29332, -1.51590)
N (0.93438, -0.60931, 0.98687)
F (0.10284, -0.22721, 2.00376)
F (1.85544, 0.42147, 0.90272)
H (-0.76101, 1.46036, -0.17750)
H (-0.56591, -1.22313, -1.60115)

b) Density functional theory data (ωB97M-V/def2-TZVPD) for a 2-piece molecular cluster, CH2F2N2 overall.

Computed properties:
HOMO energy (spin up / spin down) in eV: -9.1 / -8.6
Lowest unoccupied orbital energy (spin up / spin down) in eV: 0.1 / 0.2

Element x y z (Å)
C (-0.80807, -0.18072, -0.25864)
N (-1.68780, 0.51992, 0.17145)
N (1.30847, 0.24550, 0.17332)
F (1.96635, -0.17591, -0.91811)
F (1.43897, -0.68568, 1.08062)
H (-0.86269, -1.06725, -0.93250)
H (-1.35524, 1.34415, 0.68386)

Here is how they stack up, most stable first: b), a).

a) Density functional theory data (ωB97M-V/def2-TZVPD) for a single C2H4NP molecule.

Computed properties:
HOMO energy (spin up / spin down) in eV: -6.8 / -6.8
Lowest unoccupied orbital energy (spin up / spin down) in eV: -0.1 / -0.1

Element x y z (Å)
C (-0.33712, -0.73207, 0.09713)
C (-0.08136, 0.74461, -0.03951)
N (-1.45508, 0.21220, -0.14088)
P (-3.04964, 0.03796, 0.03057)
H (0.11763, -1.37571, -0.75624)
H (-0.44071, -1.43178, 0.93447)
H (-0.01808, 1.33676, 0.82344)
H (0.37629, 1.22390, -0.87588)

b) Density functional theory data (ωB97M-V/def2-TZVPD) for a single C2H4NP molecule.

Computed properties:
HOMO energy in eV: -8.1
Lowest unoccupied orbital energy in eV: -0.3
Structure (SMILES): C[C@H]1N=P1

Element x y z (Å)
C (-0.56175, 0.16244, 0.36326)
C (0.39991, -0.67276, -0.46648)
N (-0.02506, 1.00199, 1.45450)
P (0.00184, 2.11733, 0.34694)
H (-1.63483, 0.03992, 0.36303)
H (-0.05397, -1.30709, -1.32499)
H (0.77361, -1.37679, 0.21002)
H (1.10024, 0.03495, -0.94629)

Here is how they stack up, most stable first: b), a).